Computed, not measured: the molecule C4H7NO2, with wB97M-V/def2-TZVPD.

Computed properties:
- E_HOMO (eV) = -8.334
- SMILES string = O=C1CNC[C@@H]1O
- frontier orbital gap (eV) = 9.115
- maximum force (eV/Å) = 3.39
- energy above the lowest of the compared OMol25 structures with the same formula, charge and spin (kcal per mole) = 67.5

Structure (ORCA input):
```
! RIJCOSX wB97M-V def2-TZVPD def2/J DEFGRID3
* xyz 0 1
O 0.101 -2.213 1.138
C -0.032 -1.128 0.618
C -1.135 -0.657 -0.327
N -0.840 0.721 -0.619
C 0.086 1.262 0.338
C 0.904 0.043 0.640
O 1.312 -0.105 -0.944
H -1.147 -1.334 -1.189
H -2.090 -0.701 0.201
H -0.985 1.140 -1.506
H -0.493 1.702 1.153
H 0.792 2.003 -0.053
H 1.588 0.082 1.527
H 1.937 -0.814 -0.979
*
```



Computed, not measured: the molecule C4H7NO2, with wB97M-V/def2-TZVPD.

Computed properties:
- E_HOMO (eV) = -9.809
- SMILES string = O[C@@H]1OC[C@H]2CN21
- frontier orbital gap (eV) = 10.837
- maximum force (eV/Å) = 0.40
- energy above the lowest of the compared OMol25 structures with the same formula, charge and spin (kcal per mole) = 52.1

Structure (ORCA input):
```
! RIJCOSX wB97M-V def2-TZVPD def2/J DEFGRID3
* xyz 0 1
O -1.469 1.703 -0.193
C -1.042 0.455 -0.665
O -1.383 -0.579 0.207
C -0.327 -0.771 1.140
C 0.851 0.009 0.563
C 1.337 -0.514 -0.734
N 0.404 0.598 -0.698
H -0.728 2.284 -0.428
H -1.518 0.219 -1.622
H -0.127 -1.849 1.182
H -0.611 -0.436 2.143
H 1.436 0.639 1.225
H 1.039 -1.525 -1.005
H 2.302 -0.198 -1.122
*
```



Computed, not measured: the molecule C4H7NO2, with wB97M-V/def2-TZVPD.

Computed properties:
- E_HOMO (eV) = -9.768
- SMILES string = C/C(=N\O)[C@H]1CO1
- frontier orbital gap (eV) = 10.750
- maximum force (eV/Å) = 0.67
- energy above the lowest of the compared OMol25 structures with the same formula, charge and spin (kcal per mole) = 82.7

Structure (ORCA input):
```
! RIJCOSX wB97M-V def2-TZVPD def2/J DEFGRID3
* xyz 0 1
C -1.197 -1.175 -0.020
C -0.431 0.109 -0.119
N -0.806 1.267 0.262
O -2.094 1.265 0.777
C 0.939 0.036 -0.722
C 2.126 0.346 0.072
O 1.762 -1.000 -0.202
H -2.080 -1.068 0.608
H -1.508 -1.512 -1.016
H -0.531 -1.938 0.393
H -2.198 2.173 1.090
H 0.991 0.143 -1.808
H 3.036 0.687 -0.419
H 1.990 0.667 1.104
*
```



Computed, not measured: the molecule C4H7NO2, with wB97M-V/def2-TZVPD.

Computed properties:
- E_HOMO (eV) = -9.102
- SMILES string = CN1OCCC1=O
- frontier orbital gap (eV) = 10.057
- maximum force (eV/Å) = 2.68
- energy above the lowest of the compared OMol25 structures with the same formula, charge and spin (kcal per mole) = 56.5

Structure (ORCA input):
```
! RIJCOSX wB97M-V def2-TZVPD def2/J DEFGRID3
* xyz 0 1
C 1.855 -0.938 0.081
N 0.542 -0.434 -0.181
O -0.512 -1.327 0.115
C -1.688 -0.571 -0.200
C -1.304 0.841 0.258
C 0.210 0.843 -0.042
O 0.892 1.841 -0.104
H 2.041 -1.731 -0.628
H 2.517 -0.048 -0.003
H 1.880 -1.340 1.124
H -1.923 -0.628 -1.268
H -2.583 -0.941 0.288
H -1.760 1.648 -0.298
H -1.442 0.917 1.388
*
```



Computed, not measured: the molecule C4H7NO2, with wB97M-V/def2-TZVPD.

Computed properties:
- E_HOMO (alpha / beta) (eV) = -7.974 / -7.976
- frontier orbital gap (alpha / beta) (eV) = 7.766 / 7.771
- maximum force (eV/Å) = 0.50
- energy above the lowest of the compared OMol25 structures with the same formula, charge and spin (kcal per mole) = 100.3

Structure (ORCA input):
```
! RIJCOSX wB97M-V def2-TZVPD def2/J DEFGRID3
* xyz 0 1
O 2.353 -0.469 0.092
C 1.247 0.108 -0.367
C 0.190 -0.820 -0.762
N -0.885 0.117 -1.071
C -0.873 0.905 0.135
C -1.274 0.271 1.354
O -1.469 -0.944 1.460
H 3.107 0.137 0.108
H 1.332 1.131 -0.699
H -0.083 -1.389 0.151
H 0.478 -1.537 -1.542
H -1.753 -0.410 -1.141
H -1.022 1.981 0.032
H -1.348 0.918 2.251
*
```



Computed, not measured: the molecule C4H7NO2, with wB97M-V/def2-TZVPD.

Computed properties:
- E_HOMO (eV) = -9.429
- SMILES string = CC1=NO[C@@]1(C)O
- frontier orbital gap (eV) = 10.191
- maximum force (eV/Å) = 1.29
- energy above the lowest of the compared OMol25 structures with the same formula, charge and spin (kcal per mole) = 72.3

Structure (ORCA input):
```
! RIJCOSX wB97M-V def2-TZVPD def2/J DEFGRID3
* xyz 0 1
C -1.584 1.100 0.696
C -0.939 0.148 -0.219
N -1.417 -0.704 -1.060
O -0.171 -1.114 -1.556
C 0.489 -0.181 -0.554
C 1.266 -1.008 0.457
O 1.205 0.847 -1.106
H -1.265 0.914 1.721
H -1.293 2.117 0.433
H -2.664 0.999 0.624
H 0.629 -1.785 0.871
H 2.114 -1.480 -0.036
H 1.624 -0.352 1.248
H 2.006 0.499 -1.518
*
```



Computed, not measured: the molecule C4H7NO2, with wB97M-V/def2-TZVPD.

Computed properties:
- E_HOMO (alpha / beta) (eV) = -7.186 / -7.187
- frontier orbital gap (alpha / beta) (eV) = 7.537 / 7.538
- maximum force (eV/Å) = 0.45
- energy above the lowest of the compared OMol25 structures with the same formula, charge and spin (kcal per mole) = 155.6

Structure (ORCA input):
```
! RIJCOSX wB97M-V def2-TZVPD def2/J DEFGRID3
* xyz 0 1
C -0.064 -0.303 1.346
C 0.204 -0.025 -0.094
N 0.460 -1.078 -0.927
O -0.186 -2.276 -0.620
C 0.384 1.275 -0.618
C -1.009 1.868 -0.557
O 0.062 2.279 0.312
H 0.859 -0.687 1.804
H -0.325 0.632 1.843
H -0.842 -1.058 1.479
H 0.534 -2.898 -0.443
H 1.042 1.498 -1.457
H 0.344 -0.885 -1.916
H -1.736 1.264 0.035
*
```



Computed, not measured: the molecule C4H7NO2, with wB97M-V/def2-TZVPD.

Computed properties:
- E_HOMO (eV) = -10.010
- SMILES string = C[C@H]1CNC(=O)O1
- frontier orbital gap (eV) = 10.766
- maximum force (eV/Å) = 0.44
- energy above the lowest of the compared OMol25 structures with the same formula, charge and spin (kcal per mole) = 0.8

Structure (ORCA input):
```
! RIJCOSX wB97M-V def2-TZVPD def2/J DEFGRID3
* xyz 0 1
C 1.444 0.642 0.856
C 0.645 0.207 -0.357
C -0.140 -1.114 -0.151
N -1.499 -0.631 -0.142
C -1.603 0.672 -0.563
O -2.606 1.290 -0.804
O -0.351 1.194 -0.658
H 0.813 0.653 1.751
H 1.849 1.646 0.702
H 2.279 -0.048 1.024
H 1.297 0.141 -1.233
H 0.126 -1.589 0.801
H 0.044 -1.832 -0.960
H -2.298 -1.231 -0.266
*
```



Which value of maximum force does entry 3 give?
0.67 eV/Å



The lowest maximum force belongs to which entry?
number 2



Copy entry 6 word for word.
Computed, not measured: the molecule C4H7NO2, with wB97M-V/def2-TZVPD.

Computed properties:
- E_HOMO (eV) = -9.429
- SMILES string = CC1=NO[C@@]1(C)O
- frontier orbital gap (eV) = 10.191
- maximum force (eV/Å) = 1.29
- energy above the lowest of the compared OMol25 structures with the same formula, charge and spin (kcal per mole) = 72.3

Structure (ORCA input):
```
! RIJCOSX wB97M-V def2-TZVPD def2/J DEFGRID3
* xyz 0 1
C -1.584 1.100 0.696
C -0.939 0.148 -0.219
N -1.417 -0.704 -1.060
O -0.171 -1.114 -1.556
C 0.489 -0.181 -0.554
C 1.266 -1.008 0.457
O 1.205 0.847 -1.106
H -1.265 0.914 1.721
H -1.293 2.117 0.433
H -2.664 0.999 0.624
H 0.629 -1.785 0.871
H 2.114 -1.480 -0.036
H 1.624 -0.352 1.248
H 2.006 0.499 -1.518
*
```